97
Properties=species:S:1:pos:R:3:forces:R:3:mulliken_charge:R:1 method="wB97M-V/def2-TZVPD" lumo_energy_ev="-8.05 / -8.05" e_homo_ev="-12.27 / -12.27" homo_lumo_gap_ev="4.215 / 4.214" e_tot_ev=-172583.0683 relative_energy_kj_mol=197.56 total_charge=+2
Zr -1.1447 1.2246 -0.8436 1.64 -1.83 -0.42 1.28
C 2.4070 -2.5604 5.9943 -0.21 0.04 -0.08 -0.64
S 0.7441 -1.8568 6.0717 -0.03 -0.07 0.04 -0.08
C -0.0989 -2.9205 4.8591 0.19 0.29 0.05 -1.14
C 0.0548 -2.4464 3.4154 -0.12 0.02 -0.07 0.77
C -0.5159 -1.0371 3.2466 0.06 -0.10 0.06 -1.04
N -0.6010 -0.5227 1.8590 -0.06 -0.15 -0.45 1.27
P -2.0372 -0.6954 0.9142 0.39 -0.38 1.53 0.82
C -2.3718 -2.4845 1.0631 0.09 0.08 -0.71 0.54
C -3.2208 -3.0297 2.0198 0.02 -0.01 0.04 -0.59
C -3.3580 -4.4084 2.1162 0.04 0.00 -0.04 -0.83
C -2.6600 -5.2433 1.2549 -0.03 -0.02 0.09 -0.73
C -1.8119 -4.7042 0.2961 0.04 -0.04 -0.06 -0.56
C -1.6733 -3.3301 0.1983 -0.03 0.05 0.03 -0.29
C -3.4281 -0.0322 1.8628 -0.08 -0.08 -0.29 0.84
C -4.6810 -0.3396 1.3240 0.10 0.03 0.09 -0.68
C -5.8345 0.0519 1.9799 -0.01 0.07 -0.09 -0.86
C -5.7394 0.7600 3.1696 -0.03 0.04 -0.01 -0.70
C -4.4971 1.0869 3.6923 0.02 0.02 0.10 -0.74
C -3.3359 0.7002 3.0394 0.03 0.02 -0.06 -0.18
P 0.6621 0.2175 0.9775 -0.22 0.27 1.71 0.10
C 2.1932 -0.5115 1.6070 0.09 -0.16 -0.78 0.94
C 3.0208 0.1292 2.5217 -0.12 0.07 0.07 -0.31
C 4.1916 -0.4890 2.9372 0.03 -0.03 0.04 -0.88
C 4.5477 -1.7294 2.4276 -0.01 0.04 0.00 -0.71
C 3.7395 -2.3580 1.4866 0.00 -0.05 0.01 -0.53
C 2.5718 -1.7458 1.0693 -0.06 0.02 0.05 -0.40
C 0.7317 1.9712 1.5097 0.28 -0.20 -0.33 0.20
C 0.9535 2.8814 0.4668 0.14 -0.31 0.23 -0.66
C 0.7942 4.2448 0.6738 0.05 0.10 -0.12 -0.80
C 0.4239 4.7063 1.9250 -0.02 0.01 -0.05 -0.90
C 0.2404 3.8113 2.9743 0.01 -0.06 0.01 -0.76
C 0.3899 2.4491 2.7691 -0.12 0.00 0.07 -0.21
H 3.0165 -1.9991 6.6989 0.04 -0.02 -0.02 0.37
H 2.8234 -2.4613 4.9928 0.09 -0.02 0.02 0.04
H 2.3799 -3.6061 6.2956 0.06 0.00 0.00 0.30
H -1.1507 -2.9306 5.1506 -0.01 -0.05 -0.01 0.44
H 0.2969 -3.9292 4.9755 -0.10 -0.04 -0.01 0.55
H -0.4802 -3.1390 2.7632 0.04 -0.05 -0.06 -0.34
H 1.1044 -2.4662 3.1316 0.10 -0.01 -0.03 -0.15
H 0.0797 -0.3516 3.8475 -0.05 0.05 0.04 0.09
H -1.5297 -1.0329 3.6533 0.04 0.07 0.03 0.57
H -3.7744 -2.3866 2.6907 0.00 -0.02 0.00 0.43
H -4.0184 -4.8285 2.8629 0.01 -0.01 0.00 0.46
H -2.7747 -6.3164 1.3361 0.00 0.01 -0.01 0.43
H -1.2631 -5.3643 -0.3648 0.02 0.02 0.01 0.48
H -1.0005 -2.8903 -0.5338 0.03 -0.05 0.01 0.28
H -4.7391 -0.9028 0.3975 -0.11 0.02 0.02 0.46
H -6.8042 -0.1764 1.5580 0.02 -0.02 0.01 0.47
H -6.6401 1.0717 3.6816 0.02 -0.01 0.02 0.41
H -4.4298 1.6386 4.6210 -0.01 0.03 -0.04 0.47
H -2.3691 0.9695 3.4465 -0.03 0.03 -0.02 0.20
H 2.7560 1.1026 2.9139 0.02 -0.01 0.00 0.41
H 4.8310 0.0054 3.6563 -0.01 -0.01 0.00 0.46
H 5.4652 -2.2017 2.7536 -0.01 0.00 0.00 0.43
H 4.0261 -3.3193 1.0808 0.00 0.01 0.00 0.46
H 1.9339 -2.2276 0.3352 0.03 -0.04 0.01 0.33
H 1.3150 2.5024 -0.4926 0.04 0.07 -0.04 1.10
H 0.9515 4.9489 -0.1338 0.01 -0.01 0.01 0.49
H 0.2763 5.7660 2.0835 0.02 -0.01 0.02 0.44
H -0.0300 4.1787 3.9556 0.00 0.01 -0.01 0.49
H 0.2208 1.7603 3.5874 -0.03 0.04 0.00 0.33
N 0.8676 -3.9294 -4.8639 -0.06 -0.45 -0.15 -0.35
C 0.0620 -3.3888 -3.9661 -0.47 0.16 0.43 0.59
N -0.9031 -4.1256 -3.4095 0.09 -0.09 -0.11 -0.30
N 0.2532 -2.1168 -3.6449 0.71 0.19 -0.53 -0.67
C -0.2220 -1.2893 -2.8401 -0.38 -0.12 0.32 0.92
N -0.5897 -0.4418 -2.1119 0.19 -0.33 -0.66 -0.93
H 0.7459 -4.8806 -5.1716 -0.01 0.02 0.02 0.21
H 1.6001 -3.4014 -5.2989 0.09 0.31 0.03 0.22
H -1.0678 -5.0739 -3.7052 -0.04 0.00 0.03 0.22
H -1.5620 -3.7148 -2.7699 -0.02 0.04 0.01 0.20
O -3.0754 1.3507 -1.2554 -0.26 -0.10 -0.40 -0.57
Se -3.2299 2.7334 -0.2360 -1.91 1.96 0.54 0.92
O -4.5622 2.8198 0.5911 -0.41 -0.51 0.41 -0.60
O -1.8409 2.2570 0.6721 -0.61 0.57 0.64 -0.20
O -2.7928 4.0061 -1.0759 0.04 0.28 -0.19 -0.54
F 1.8948 6.0052 -5.7210 -0.10 0.11 0.04 -0.28
C 2.1406 4.7144 -5.6355 0.11 0.00 -0.04 -0.19
C 2.9352 4.1447 -6.5621 -0.06 0.15 0.19 0.21
F 3.4234 4.8894 -7.5226 0.04 0.07 -0.09 -0.26
C 3.2064 2.7253 -6.5798 0.36 -0.30 -0.46 0.25
C 2.6990 1.9995 -5.4345 -0.25 0.27 0.09 -0.06
C 1.9255 2.5813 -4.5036 0.35 -0.10 -0.52 0.33
F 1.5746 1.8376 -3.4635 -0.25 -0.16 0.46 -0.15
C 1.5048 3.9551 -4.5846 -0.40 0.35 0.16 0.84
C 0.5411 4.5028 -3.7540 0.43 -0.28 -0.35 0.09
C -0.1602 3.6471 -2.8701 0.04 -0.01 0.05 0.65
N -0.6970 2.9125 -2.1690 0.65 0.43 -0.87 0.00
C 0.1464 5.8743 -3.7505 -0.17 0.15 0.08 -0.39
N -0.2129 6.9637 -3.6819 0.04 -0.10 0.01 -0.40
F 3.0392 0.7431 -5.2575 0.08 -0.23 0.00 -0.25
C 3.8664 2.1087 -7.6099 -0.33 0.24 0.46 0.99
C 4.5402 2.8147 -8.6488 0.12 0.12 -0.22 -0.12
N 5.1428 3.3481 -9.4697 -0.08 -0.10 0.05 -0.33
C 3.8728 0.6838 -7.7211 0.09 -0.22 0.05 -0.10
N 3.8048 -0.4597 -7.7971 0.06 0.01 -0.10 -0.41



21
Properties=species:S:1:pos:R:3:forces:R:3:mulliken_charge:R:1 method="wB97M-V/def2-TZVPD" smiles=NCCCN.O.O lumo_energy_ev=0.73 e_homo_ev=-9.34 homo_lumo_gap_ev=10.067 e_tot_ev=-10411.6318 relative_energy_kj_mol=208.34 total_charge=0
C 0.9827 -1.5972 -1.9659 1.42 -2.35 1.38 -0.32
C 1.2627 -0.3961 -1.1243 0.68 2.44 0.18 -0.53
C 0.3812 0.8605 -1.4908 2.87 -0.94 2.26 -0.62
N 0.6836 1.7394 -0.2827 -1.79 -0.80 -1.83 -0.52
N 0.3245 -2.6758 -1.0776 1.22 -0.27 -5.84 -0.59
H 0.4905 -1.3499 -2.9536 0.24 -0.54 1.24 0.34
H 1.9589 -2.1260 -2.1073 -0.63 0.85 -0.91 0.20
H 1.0827 -0.5666 -0.0083 0.37 0.01 -1.55 0.18
H 2.3311 -0.0025 -1.2431 -1.11 -0.88 0.26 0.29
H -0.5918 0.4728 -1.3592 -1.53 0.28 -0.60 0.39
H 0.6904 1.2810 -2.4840 -0.72 -0.32 0.85 0.32
H 1.6929 1.8252 -0.2580 -0.25 1.02 0.11 0.20
H 0.0925 2.5578 -0.4309 1.19 0.47 0.46 0.23
H -0.4399 -2.9909 -1.6447 -0.67 -0.54 0.63 0.23
H 0.0910 -2.3811 -0.2191 -1.44 1.55 3.45 0.19
H -0.1186 1.1821 1.6311 1.31 0.58 -3.42 0.36
H -0.0921 0.2099 2.7325 0.09 -0.60 0.30 0.34
O -0.3437 1.0996 2.5133 -0.06 0.33 2.82 -0.73
H -2.0392 1.0675 2.0631 -0.84 -0.78 1.52 0.40
H -2.6454 0.3807 3.3877 0.49 0.38 -0.29 0.28
O -2.8213 0.6244 2.4745 -0.86 0.12 -1.02 -0.67



120
Properties=species:S:1:pos:R:3:forces:R:3:mulliken_charge:R:1 method="wB97M-V/def2-TZVPD" smiles=c1cc[nH]c1.c1cc[nH]c1.c1cc[nH]c1.c1cc[nH]c1.c1cc[nH]c1.c1cc[nH]c1.c1cc[nH]c1.c1cc[nH]c1.c1cc[nH]c1.c1cc[nH]c1.c1cc[nH]c1.c1cc[nH]c1 lumo_energy_ev=0.66 e_homo_ev=-7.58 homo_lumo_gap_ev=8.234 e_tot_ev=-68621.7150 relative_energy_kj_mol=551.33 total_charge=0
N 0.7593 2.0686 -12.6887 0.89 -0.55 -1.15 0.45
C 1.5089 1.8102 -13.8173 0.54 -0.42 0.62 -0.37
C 1.5507 2.9473 -14.5660 -0.13 -0.64 -1.87 -0.65
C 0.6658 3.8895 -14.0329 -0.06 0.25 3.25 -1.15
C 0.3298 3.3366 -12.7776 -1.40 0.94 -0.49 -0.32
H 0.3701 1.3946 -12.0450 0.34 0.01 0.19 0.10
H 2.1159 0.9270 -13.9516 -0.40 -0.12 0.16 0.24
H 2.0306 2.9391 -15.5335 0.15 0.39 0.12 0.64
H 0.3919 4.9125 -14.2450 0.34 -0.13 -0.50 0.39
H -0.2033 3.6992 -11.9111 -0.34 0.37 -0.36 0.41
N 1.6142 -0.0201 -19.2970 0.00 1.48 0.59 0.02
C 0.8119 0.9979 -18.7585 -0.51 -1.09 0.27 -0.86
C 1.1942 1.2054 -17.4399 -1.13 1.00 -2.08 -0.28
C 2.3637 0.4947 -17.2519 1.13 -1.18 0.24 0.28
C 2.6087 -0.2532 -18.3980 0.23 -0.18 0.99 -1.10
H 1.6480 -0.4148 -20.2261 -0.38 0.42 0.17 0.21
H -0.0585 1.4160 -19.2421 0.15 -0.29 -0.27 0.38
H 0.6520 1.8873 -16.8016 0.29 -0.16 0.11 0.49
H 2.9422 0.5167 -16.3402 0.19 -0.24 -0.12 0.41
H 3.3862 -0.9745 -18.6019 -0.02 0.11 0.01 0.45
N 4.4514 -1.8666 -6.4907 -1.73 0.01 1.52 0.19
C 4.1256 -1.2962 -5.2779 0.47 2.15 -0.13 -0.63
C 3.6818 0.0313 -5.5225 0.74 -2.14 1.09 -0.85
C 3.6484 0.1249 -6.9014 -1.24 1.92 -1.52 -0.06
C 3.9495 -1.0480 -7.4835 2.22 -1.32 -0.42 -0.32
H 5.0874 -2.6508 -6.5148 -0.37 -0.24 -0.73 0.23
H 4.3295 -1.7501 -4.3194 0.17 -0.18 -0.23 0.38
H 3.4680 0.8231 -4.8198 -0.07 -0.30 0.07 0.42
H 3.4495 1.0053 -7.4944 -0.45 0.10 0.14 0.41
H 4.0143 -1.3509 -8.5181 0.15 0.10 0.17 0.10
N -0.5541 -4.8305 -13.1574 -0.81 3.78 0.36 -0.03
C -1.7219 -4.5311 -12.4112 -0.21 -0.81 -1.56 -0.61
C -2.2112 -3.2583 -12.7653 2.07 -0.56 0.88 -0.66
C -1.1404 -2.6162 -13.4301 1.29 -2.27 -1.02 -0.04
C -0.1517 -3.6042 -13.7245 -1.66 0.80 0.49 -0.91
H 0.0027 -5.6731 -13.1700 -0.18 0.21 0.36 0.28
H -2.0654 -5.3563 -11.8051 -0.57 0.27 -0.06 0.44
H -3.0547 -2.6102 -12.5785 -0.40 -0.89 0.81 0.43
H -1.1707 -1.5580 -13.6440 0.37 -0.14 -0.45 0.53
H 0.7358 -3.4547 -14.3215 0.03 -0.41 0.12 0.65
N -2.2072 1.0003 -9.6413 1.75 -1.72 1.29 -0.11
C -0.9653 1.6382 -9.6661 0.78 -0.81 -0.32 -0.66
C 0.0707 0.6918 -9.9341 -2.21 1.69 1.26 -0.20
C -0.5703 -0.5469 -9.8827 -2.66 -1.88 1.25 -0.03
C -1.9426 -0.3844 -9.6013 1.50 1.62 -1.10 -1.02
H -3.0261 1.2578 -9.1092 0.26 0.84 -0.29 0.30
H -0.8303 2.6278 -9.2551 -0.23 0.23 -0.63 0.43
H 1.1335 0.8780 -9.8879 -0.20 0.16 -0.18 0.55
H -0.2138 -1.5536 -9.7216 0.72 0.08 -0.65 0.38
H -2.7370 -1.0434 -9.2834 0.21 -0.24 -0.48 0.45
N 3.3272 3.4574 -11.6288 0.10 -1.02 -1.07 0.11
C 4.2490 4.4235 -11.4595 -1.03 0.87 2.10 -0.49
C 4.8824 4.1370 -10.2280 0.85 0.60 -2.79 -1.46
C 4.6020 2.7749 -10.0453 0.95 -0.63 3.81 -0.13
C 3.5776 2.3806 -10.7904 -2.27 0.91 -2.74 0.28
H 2.6090 3.5446 -12.3336 0.12 -0.43 -0.04 0.35
H 4.1210 5.2702 -12.1177 0.44 0.36 0.41 0.48
H 5.5448 4.7996 -9.6909 0.24 -0.36 -0.13 0.35
H 4.9778 2.1623 -9.2391 0.22 0.07 0.11 0.49
H 2.9106 1.5413 -10.9213 0.52 -0.23 0.36 0.08
N 7.8163 0.9851 -12.8120 1.60 -1.19 1.13 0.19
C 8.5985 -0.0353 -12.3165 0.39 -1.29 -2.76 -0.28
C 8.5636 -0.0094 -10.9684 2.86 -3.55 0.05 -0.98
C 7.7676 0.9744 -10.5942 -1.66 3.71 2.24 -0.15
C 7.3997 1.6261 -11.7238 -2.46 2.86 -0.66 -1.06
H 7.7228 1.2406 -13.7846 -0.14 -0.04 0.51 0.69
H 8.9941 -0.7474 -13.0256 0.30 0.03 0.29 0.27
H 9.1765 -0.5447 -10.2583 -0.10 -0.58 -0.35 0.50
H 7.7095 1.3163 -9.5714 -0.49 0.20 -0.12 0.52
H 6.8873 2.5569 -11.9174 -0.32 0.01 0.61 0.44
N 2.4351 -4.3222 -11.9776 0.55 -2.49 0.83 1.26
C 3.0639 -5.4446 -12.5204 0.75 0.77 0.67 -0.73
C 3.1599 -6.3815 -11.4957 2.11 -1.78 -4.71 -0.42
C 2.4014 -6.0100 -10.4697 0.02 1.30 3.40 -0.82
C 2.1049 -4.7056 -10.7021 -1.59 2.08 0.45 -0.57
H 2.4886 -3.3783 -12.3331 -0.22 -0.14 0.05 -0.59
H 3.5756 -5.4051 -13.4707 -0.09 0.07 0.05 0.39
H 3.8810 -7.1845 -11.5353 -0.49 -0.48 -0.18 0.36
H 2.4776 -6.4368 -9.4806 -0.58 -0.14 0.01 0.49
H 1.7215 -4.0317 -9.9502 -0.29 0.31 -0.39 0.37
N 4.0790 -0.8298 -11.2192 -1.99 -0.03 -1.44 1.26
C 4.3929 -0.7793 -12.5482 -1.59 -1.70 -0.62 -0.62
C 3.2135 -1.3243 -13.3124 3.65 2.66 2.16 -0.49
C 2.2005 -1.4107 -12.3558 0.12 -0.11 1.34 -1.24
C 2.7472 -1.1596 -11.0804 0.37 0.26 -0.33 -0.84
H 4.5766 -0.4377 -10.4326 0.47 0.02 -0.43 0.13
H 5.4086 -0.4507 -12.7116 -0.04 -0.14 -0.90 0.45
H 3.1244 -1.3957 -14.3863 0.11 -0.09 0.09 0.57
H 1.2070 -1.7478 -12.6121 -0.16 0.17 0.46 0.58
H 2.4204 -1.0617 -10.0557 -0.83 -0.44 -0.27 0.52
N 5.2272 -4.9011 -8.1987 -0.88 0.12 -1.83 0.17
C 6.1582 -4.6566 -7.2952 1.32 1.24 0.86 -0.55
C 6.8784 -3.5647 -7.7717 1.18 -0.07 2.57 -1.02
C 6.3248 -3.0588 -8.9427 -0.18 -1.50 -0.58 -0.08
C 5.3748 -4.0073 -9.2594 -2.17 0.05 0.26 -0.40
H 4.4569 -5.5348 -8.0402 0.14 0.13 -0.54 0.22
H 6.1394 -5.1353 -6.3273 0.41 -0.15 -0.18 0.42
H 7.7140 -3.1723 -7.2113 0.02 0.23 -0.11 0.31
H 6.6383 -2.1760 -9.4801 -0.03 -0.24 -0.19 0.55
H 4.5673 -4.0378 -9.9760 0.30 0.13 -0.41 0.41
N 7.9561 1.9797 -16.1937 -1.72 0.86 0.06 0.12
C 6.6900 1.5824 -15.8716 -1.07 -0.10 -0.21 -0.81
C 6.7118 0.2613 -15.3893 -0.99 1.71 -2.08 0.04
C 8.0289 -0.1205 -15.4810 2.41 0.33 -0.75 -0.59
C 8.7933 0.9862 -15.9634 0.97 -2.78 1.04 -0.82
H 8.1404 2.8732 -16.6271 0.22 -0.24 0.26 0.20
H 5.8983 2.2520 -16.1735 -0.27 -0.23 0.36 0.50
H 5.8649 -0.4049 -15.3163 -0.03 0.23 0.50 0.19
H 8.3722 -1.1176 -15.2481 0.32 0.18 0.00 0.69
H 9.8599 1.1452 -16.0231 -0.07 -0.29 -0.15 0.38
N 6.6839 -4.9562 -16.0215 -1.20 -0.59 -2.49 0.06
C 5.6636 -4.3796 -16.6965 -1.81 0.53 -0.50 -1.02
C 4.9528 -3.5083 -15.8283 1.26 -0.88 -2.48 0.06
C 5.6822 -3.4706 -14.6480 1.63 -2.18 0.84 -0.05
C 6.6780 -4.4996 -14.8036 0.47 2.07 3.22 -1.20
H 7.1780 -5.7755 -16.3450 0.07 0.37 0.08 0.23
H 5.4706 -4.6559 -17.7226 -0.14 0.06 0.10 0.42
H 4.0858 -2.9736 -16.1872 0.07 0.23 0.34 0.49
H 5.5189 -2.8788 -13.7594 -0.03 -0.20 -0.06 0.55
H 7.4931 -4.9199 -14.2332 -0.30 0.58 0.95 0.48